(1)
DFT (ωB97M-V/def2-TZVPD) results for a cluster of 2 separate species, F2H2S in total.

Atoms and positions in Å:
1 F 2.32 -0.58 -0.28
2 F 1.99 0.76 -0.29
3 S -1.23 0.07 -0.37
4 H -2.33 -0.54 0.09
5 H -0.75 0.29 0.86

The SMILES is FF.S. The multiplicity is 1. Its energy above the lowest of the compared OMol25 structures with the same formula, charge and spin is 0.0 kcal/mol.

(2)
DFT (ωB97M-V/def2-TZVPD) results for the molecule F2H4N3OP.

Atoms and positions in Å:
1 N -0.72 -0.40 1.34
2 P -0.10 0.27 -0.02
3 N 0.10 -0.54 -1.44
4 F 0.20 1.85 0.25
5 F -1.82 0.72 -0.53
6 N 1.59 0.15 0.54
7 O 2.50 -0.12 -0.26
8 H -1.66 -0.68 1.41
9 H -0.42 -0.31 2.30
10 H -0.78 -0.34 -1.89
11 H 1.11 -0.61 -1.70

The SMILES is NP(N)(F)(F)N=O. The multiplicity is 1. Its energy above the lowest of the compared OMol25 structures with the same formula, charge and spin is 0.0 kcal/mol.

(3)
DFT (ωB97M-V/def2-TZVPD) results for a cluster of 2 separate species, F2HNOS in total.

Atoms and positions in Å:
1 N 0.81 -0.76 0.52
2 O 0.62 -1.64 2.85
3 F -1.44 -0.85 1.88
4 F 0.13 0.75 2.56
5 S 0.15 -0.69 1.90
6 H 0.30 0.68 -0.03

The multiplicity is 1. Its energy above the lowest of the compared OMol25 structures with the same formula, charge and spin is 57.4 kcal/mol.

(4)
DFT (ωB97M-V/def2-TZVPD) results for a structure of composition F2HPS.

Atoms and positions in Å:
1 F -0.56 0.03 -1.43
2 F -1.15 1.04 1.05
3 P 0.22 -0.12 -0.03
4 S 0.43 -1.90 0.61
5 H 1.07 0.96 -0.19

The multiplicity is 1. Its energy above the lowest of the compared OMol25 structures with the same formula, charge and spin is 42.7 kcal/mol.

(5)
DFT (ωB97M-V/def2-TZVPD) results for a structure of composition F2InN2O7S2.

Atoms and positions in Å:
1 In 1.66 -1.28 2.12
2 N 0.00 0.56 0.73
3 S 0.46 1.47 -0.39
4 O 0.39 2.94 -0.27
5 O 0.49 0.99 -1.73
6 F 2.00 1.25 0.03
7 S -1.53 1.32 0.68
8 O -2.32 1.34 -0.56
9 O -1.76 2.34 1.70
10 F -2.13 0.02 1.28
11 N 0.70 -2.74 -0.92
12 O 1.56 -1.89 -1.01
13 O 0.02 -3.08 -1.88
14 O 0.46 -3.24 0.22

The multiplicity is 2. Its charge is +2. Its energy above the lowest of the compared OMol25 structures with the same formula, charge and spin is 0.0 kcal/mol.

(6)
DFT (ωB97M-V/def2-TZVPD) results for a structure of composition F2KNO4S2.

Atoms and positions in Å:
1 K 3.62 -0.23 3.00
2 N -0.93 -0.84 -0.08
3 S 0.18 -0.67 -1.10
4 O 1.51 -0.24 -0.62
5 O -0.30 -0.32 -2.45
6 F 0.51 -2.17 -1.20
7 S -1.06 0.73 0.60
8 O 0.14 1.30 1.07
9 O -2.20 0.85 1.43
10 F -1.47 1.59 -0.65

The multiplicity is 1. Its energy above the lowest of the compared OMol25 structures with the same formula, charge and spin is 47.7 kcal/mol.

Question: What is the formula in the third record?
Answer: F2HNOS